24
Properties=species:S:1:pos:R:3:forces:R:3:lowdin_charge:R:1 method="wB97M-V/def2-TZVPD" energy_ev=-17250.362 max_force_ev_per_a=7.07 relative_energy_kcal_mol=139.8 orbital_gap_ev=9.43
C -1.68241 -0.24347 1.61974 -3.422 1.039 2.533 -0.22
C -2.35959 0.93986 3.59421 -4.782 -2.622 -0.743 -0.18
C -1.24161 1.64212 3.48542 0.468 4.537 5.397 -0.15
C -0.27223 1.40110 2.60574 0.126 1.015 -2.553 0.02
C -0.71190 0.68694 1.48854 4.320 -2.268 -2.649 -0.19
C 0.35637 -0.36131 -0.62413 -1.691 -4.218 0.994 -0.14
C 1.70840 -0.20722 -1.50157 -2.541 -4.023 1.113 -0.22
C 1.43346 0.17923 -2.95752 -3.567 1.996 1.628 -0.14
C 1.14677 -1.34558 -3.13502 1.777 -0.385 -2.149 -0.23
H -3.39226 1.14175 4.26824 3.477 -0.502 -1.619 0.18
H -1.20327 2.48355 4.27216 0.727 -1.238 -1.278 0.14
H 0.59443 2.04580 2.58143 0.171 -0.271 -0.266 0.13
H 0.16660 -1.55452 -0.02138 1.632 3.445 -1.368 0.19
H -0.48958 -0.61667 -1.35110 0.722 1.538 0.942 0.10
H 2.44081 0.17234 -0.89386 1.959 1.261 1.116 0.09
H 2.15331 0.94708 -3.42330 -0.690 -2.249 0.148 0.13
H 0.37016 0.72696 -2.98062 2.313 -0.733 -0.056 0.13
H 0.08800 -1.72069 -3.02336 1.007 0.909 -0.005 0.11
H 1.48702 -1.59873 -4.16012 -0.114 -0.799 0.596 0.09
H 1.72678 -2.50038 -1.50797 -1.098 -1.535 1.850 0.03
N -2.49172 -0.04180 2.69768 -0.950 -2.134 -2.232 0.12
N 2.08047 -1.74019 -1.98426 -0.577 5.286 -2.667 0.02
O 0.11336 0.66999 0.36610 0.663 0.869 -0.782 -0.06
F -2.02139 -1.10615 0.58495 0.070 1.082 2.052 0.05

=====

63
Properties=species:S:1:pos:R:3:forces:R:3:lowdin_charge:R:1 method="wB97M-V/def2-TZVPD" energy_ev=-136123.505 max_force_ev_per_a=1.56 relative_energy_kcal_mol=31.8 orbital_gap_ev=7.18 total_charge=+1
Y -0.09737 0.01755 0.49088 0.059 0.707 -0.302 1.18
S -0.58628 2.66007 0.57459 -0.495 -0.165 0.539 0.59
C 0.52278 2.55793 -0.71248 0.277 -0.176 -0.324 -1.14
N 1.02250 1.38655 -1.08941 -0.188 0.288 0.193 -0.14
C 1.86905 1.52275 -2.16705 0.430 0.336 -0.579 -0.33
C 2.55759 0.49377 -2.80402 -0.126 0.097 0.166 -0.03
C 3.37754 0.80759 -3.86887 -0.030 -0.124 0.026 -0.07
C 3.50180 2.11989 -4.31898 0.014 0.061 -0.037 -0.07
C 2.81972 3.15332 -3.70533 0.034 -0.029 0.024 -0.07
C 2.01326 2.84614 -2.62295 -0.170 -0.238 0.226 -0.45
S 1.04926 3.92345 -1.63899 0.063 -0.465 -0.022 1.09
H 2.44174 -0.52546 -2.45451 0.076 -0.032 -0.050 0.11
H 3.92963 0.02086 -4.35861 0.043 -0.057 -0.091 0.11
H 4.13867 2.33083 -5.16193 0.091 0.042 -0.101 0.11
H 2.91200 4.17136 -4.04953 0.050 0.079 -0.076 0.12
Se -1.66479 -0.46192 2.59580 -0.347 -0.181 0.516 0.61
C -1.63962 -2.38453 2.73015 0.071 0.363 -0.103 -0.64
C -2.65496 -3.04107 3.41989 0.177 0.129 -0.181 -0.11
C -2.58481 -4.42136 3.53106 -0.193 0.328 0.091 -0.13
N -1.59536 -5.14146 3.03524 0.085 -0.615 0.041 0.06
C -0.63353 -4.51945 2.38216 0.330 0.141 -0.300 -0.15
C -0.61066 -3.14658 2.18353 -0.052 0.111 -0.049 -0.15
H -3.47189 -2.48258 3.85040 -0.057 -0.004 0.058 0.10
H -3.35540 -4.97508 4.04711 -0.139 0.005 0.097 0.11
H 0.16068 -5.15168 2.00643 0.105 0.018 -0.108 0.11
H 0.21228 -2.67688 1.62526 -0.105 -0.254 0.288 0.06
N 6.09779 0.75223 5.00362 -0.050 -0.414 -0.259 0.09
C 5.03393 1.53309 4.77839 0.582 1.062 0.978 -0.80
S 4.90207 2.99351 5.54259 0.110 -0.205 -0.104 0.74
C 3.99655 1.09572 3.83254 -0.789 -0.414 -0.761 -0.21
C 2.80521 1.82105 3.74163 0.129 -0.213 -0.035 -0.02
C 1.82045 1.42913 2.86036 -0.141 0.153 0.155 -0.13
N 1.94276 0.36786 2.04890 -0.256 -0.100 -0.356 -0.05
C 3.08266 -0.32688 2.12812 -0.007 -0.165 -0.140 -0.12
C 4.11976 -0.01237 2.98781 -0.096 0.253 0.170 0.01
H 6.79158 1.07355 5.66136 -0.088 0.002 -0.056 0.11
H 6.19662 -0.17622 4.63001 -0.036 0.021 0.010 0.10
H 2.66351 2.68943 4.36636 -0.023 -0.004 0.015 0.08
H 0.89054 1.99135 2.80602 0.208 -0.159 -0.009 0.07
H 3.16812 -1.18682 1.47146 0.067 0.037 0.027 0.11
H 5.00630 -0.62685 2.96999 0.044 -0.056 -0.028 0.11
C -3.24398 0.23958 -0.54966 -0.305 -0.065 0.443 -0.23
N -4.43789 0.17720 -1.34992 -0.334 0.103 0.083 -0.09
C -4.35375 1.15119 -2.43180 -0.050 0.090 0.034 -0.15
N -3.19263 0.87830 -3.27338 -0.009 0.204 -0.273 -0.09
C -1.99654 0.94228 -2.47102 0.366 0.318 -0.098 -0.18
N -2.00499 -0.05138 -1.34819 0.338 -0.070 0.373 -0.16
C -2.20050 -1.39296 -1.97942 0.141 -0.262 0.062 -0.18
N -3.40225 -1.45981 -2.77232 -0.009 -0.374 -0.135 -0.09
C -4.55201 -1.15835 -1.92306 -0.093 -0.088 0.084 -0.15
C -3.33415 -0.46014 -3.83420 0.090 -0.018 -0.110 -0.16
H -3.32689 -0.50312 0.25596 0.106 0.259 -0.194 0.08
H -3.14665 1.24124 -0.10756 0.047 -0.265 -0.085 0.11
H -4.26809 2.15643 -2.01130 -0.026 -0.051 -0.019 0.14
H -5.25921 1.09371 -3.03951 0.056 0.042 0.040 0.13
H -1.91395 1.94920 -2.04595 0.075 -0.181 0.026 0.11
H -1.12801 0.74714 -3.11219 -0.050 0.007 0.168 0.13
H -2.25723 -2.15402 -1.18690 0.043 0.140 -0.083 0.13
H -1.33872 -1.60426 -2.62652 -0.065 0.043 0.132 0.13
H -4.60260 -1.89290 -1.11428 -0.043 0.033 -0.064 0.13
H -5.46326 -1.22056 -2.51984 0.032 -0.017 0.033 0.14
H -4.25039 -0.50586 -4.42757 0.104 -0.012 0.022 0.14
H -2.47800 -0.67469 -4.48032 -0.069 0.001 0.016 0.13

=====

11
Properties=species:S:1:pos:R:3:forces:R:3:lowdin_charge:R:1 method="wB97M-V/def2-TZVPD" energy_ev=-19033.495 max_force_ev_per_a=2.46 relative_energy_kcal_mol=128.1 orbital_gap_ev=8.61
C -2.27303 -0.35531 -0.04980 0.983 -1.013 -0.650 -0.81
C 0.17052 -0.76679 -0.18706 0.920 0.180 0.095 -0.16
C 0.56652 0.62012 0.36240 -0.804 -1.011 0.200 -0.42
N -1.22285 -0.83821 -0.35788 -0.938 0.520 0.337 0.05
N 0.80839 1.68240 -0.44719 -1.289 1.522 -1.371 0.06
O 1.96539 0.96568 0.22096 2.127 -1.047 0.637 0.01
S -3.76162 0.02394 0.17949 -0.848 0.526 0.327 0.71
H 0.63852 -0.93243 -1.16607 0.100 0.087 0.177 0.13
H 0.48682 -1.55547 0.50713 0.020 0.023 -0.098 0.13
H 0.22275 0.75174 1.39847 0.108 -0.002 0.031 0.15
H 2.39859 0.40434 -0.46045 -0.379 0.215 0.316 0.16

=====

13
Properties=species:S:1:pos:R:3:forces:R:3:lowdin_charge:R:1 method="wB97M-V/def2-TZVPD" energy_ev=-26681.922 max_force_ev_per_a=5.08 relative_energy_kcal_mol=86.3 orbital_gap_ev=8.70
C 0.90653 1.72012 -0.80490 -3.581 -0.961 2.409 -0.09
C 0.62923 0.15371 0.98995 -0.253 -2.095 0.174 -0.23
O -2.03758 -1.16474 -0.39018 -1.306 -0.431 0.882 -0.34
O 1.51450 0.83678 0.19029 -0.428 0.693 -2.061 -0.29
Si -0.48149 -1.71321 -0.20647 -0.988 4.078 2.866 0.25
Cl -0.73539 -3.12334 1.26826 0.571 -0.615 -0.281 0.28
H -0.06330 2.14237 -0.30625 1.762 -0.163 -0.590 0.11
H 0.44108 1.36441 -1.75569 1.112 -0.806 0.561 0.09
H 1.61648 2.45437 -0.94262 1.294 1.652 -0.631 0.05
H 1.28468 -0.39376 1.71602 -0.819 0.362 -0.462 0.06
H -0.05148 0.87454 1.56885 0.277 -1.240 -1.020 0.09
H -2.72412 -1.38425 0.29097 1.186 0.425 -0.938 0.06
H -0.29914 -1.76698 -1.61823 1.172 -0.898 -0.910 -0.04

=====

15
Properties=species:S:1:pos:R:3:forces:R:3:lowdin_charge:R:1 method="wB97M-V/def2-TZVPD" energy_ev=-7829.911 max_force_ev_per_a=0.64 relative_energy_kcal_mol=55.6 smiles="C=NC.CC=O" orbital_gap_ev=10.50
C 0.61585 2.91831 1.39566 -0.254 -0.139 0.352 -0.10
N -0.40180 2.60227 2.06878 0.169 0.112 -0.190 -0.09
C -1.64920 2.41477 1.32886 0.195 -0.089 0.205 -0.15
H 1.55817 3.04847 1.90870 0.206 0.061 0.078 0.06
H 0.60693 3.05809 0.31650 -0.032 0.045 -0.287 0.07
H -1.53501 1.58858 0.62245 -0.159 -0.025 0.064 0.07
H -2.43233 2.18518 2.04979 -0.081 -0.033 -0.221 0.06
H -1.91948 3.31132 0.77007 -0.043 0.064 0.003 0.07
C 1.22701 -2.95920 -2.44767 -0.360 -0.128 -0.470 -0.06
C 0.27008 -2.28708 -1.51387 -0.155 0.331 0.525 -0.33
O -0.04376 -2.71297 -0.43535 0.069 -0.332 0.142 0.04
H 1.22840 -2.42703 -3.39790 0.157 -0.092 -0.060 0.07
H 2.23470 -2.99050 -2.04306 0.051 0.052 0.151 0.08
H 0.89014 -3.98875 -2.61148 0.120 0.131 0.050 0.09
H -0.17788 -1.32288 -1.81890 0.117 0.042 -0.340 0.11

=====

63
Properties=species:S:1:pos:R:3:forces:R:3:lowdin_charge:R:1 method="wB97M-V/def2-TZVPD" energy_ev=-56798.783 max_force_ev_per_a=0.76 smiles="O=[N+]([O-])c1ccccc1.O=[N+]([O-])c1ccccc1.O=[N+]([O-])c1ccccc1.O=[N+]([O-])c1ccccc1.O=C(O)OO" orbital_gap_ev=9.03
O -3.96343 0.79984 0.79728 0.027 -0.042 -0.030 0.06
N -4.00150 -0.18688 0.08544 -0.027 0.011 0.005 -0.34
O -5.02446 -0.76669 -0.22216 0.023 0.019 -0.002 0.08
C -2.72822 -0.70913 -0.43669 0.008 -0.015 0.011 -0.14
C -1.55201 -0.08041 -0.06867 0.068 0.048 0.019 0.01
C -0.35659 -0.58064 -0.55534 -0.017 -0.054 -0.054 -0.05
C -0.35807 -1.68716 -1.39433 -0.020 -0.039 0.024 -0.08
C -1.55098 -2.29957 -1.75356 0.029 0.007 0.027 -0.07
C -2.75460 -1.81024 -1.27238 -0.002 -0.051 -0.054 0.01
H -1.57407 0.78064 0.58216 -0.045 -0.009 0.004 0.12
H 0.57315 -0.10510 -0.28283 -0.010 0.001 -0.002 0.08
H 0.58062 -2.07326 -1.77211 0.000 0.001 0.001 0.11
H -1.54927 -3.15582 -2.41417 -0.003 0.005 -0.002 0.11
H -3.69478 -2.26762 -1.54095 -0.019 0.032 0.028 0.12
O -0.17090 -0.18787 -4.09086 -0.023 0.043 -0.067 0.07
N -0.21118 -1.18349 -4.78373 -0.010 -0.018 0.045 -0.35
O -1.22665 -1.78595 -5.07185 0.019 0.020 -0.001 0.07
C 1.06815 -1.71339 -5.29273 0.003 -0.005 0.007 -0.15
C 2.24021 -1.06975 -4.94006 0.068 0.032 0.020 0.00
C 3.44010 -1.58101 -5.40863 -0.008 -0.027 -0.015 -0.06
C 3.44907 -2.71214 -6.21431 -0.016 0.006 0.007 -0.07
C 2.25786 -3.33759 -6.55840 0.023 0.018 0.013 -0.06
C 1.05048 -2.83889 -6.09559 0.002 -0.063 -0.044 0.00
H 2.20891 -0.19020 -4.31442 -0.049 -0.007 0.002 0.12
H 4.36878 -1.09439 -5.14335 -0.002 0.000 -0.002 0.11
H 4.38895 -3.10813 -6.57567 -0.002 0.004 -0.003 0.11
H 2.26707 -4.21677 -7.18811 0.000 0.002 0.002 0.11
H 0.11242 -3.30913 -6.34984 -0.021 0.034 0.028 0.12
O -10.74865 3.64580 0.30521 0.016 0.021 -0.008 0.07
N -9.90522 4.49870 0.11350 -0.012 0.004 0.019 -0.35
O -10.13786 5.68616 0.00081 0.002 -0.025 0.005 0.07
C -8.49971 4.06271 0.01013 0.003 0.000 -0.013 -0.15
C -8.21078 2.71365 0.10630 0.018 -0.072 0.007 0.00
C -6.88937 2.30869 0.00041 0.013 0.005 -0.007 -0.05
C -5.88795 3.25040 -0.19907 -0.053 0.056 0.002 -0.07
C -6.20345 4.60035 -0.28833 0.008 -0.033 -0.016 -0.07
C -7.52032 5.01912 -0.18406 0.055 0.049 -0.011 -0.01
H -9.00521 1.99940 0.26243 -0.030 0.038 -0.008 0.12
H -6.63788 1.25953 0.07586 0.010 0.009 0.012 0.09
H -4.85865 2.92855 -0.27801 -0.005 -0.010 0.024 0.09
H -5.42164 5.33234 -0.44124 -0.003 -0.001 0.000 0.11
H -7.78711 6.06302 -0.25131 -0.046 -0.015 0.002 0.12
O 8.10687 0.02028 3.76711 0.002 0.002 0.020 0.07
N 8.01714 -0.19563 4.95942 -0.018 0.044 0.012 -0.35
O 8.81261 0.18843 5.79303 -0.009 -0.016 -0.027 0.08
C 6.85292 -0.97179 5.42962 0.011 -0.032 -0.002 -0.15
C 5.94981 -1.44629 4.49698 -0.059 -0.018 -0.084 -0.01
C 4.85824 -2.17256 4.94738 0.003 -0.015 0.045 -0.06
C 4.69176 -2.41316 6.30467 0.015 0.009 -0.011 -0.07
C 5.61416 -1.92528 7.22195 -0.015 -0.005 -0.025 -0.07
C 6.70887 -1.19589 6.78700 -0.013 -0.009 0.077 -0.01
H 6.08798 -1.24963 3.44472 0.042 0.045 0.020 0.10
H 4.14013 -2.54995 4.23211 0.001 0.011 -0.003 0.11
H 3.84006 -2.98453 6.65010 -0.001 0.006 0.001 0.11
H 5.48207 -2.11248 8.27897 0.002 -0.001 -0.003 0.11
H 7.43741 -0.80610 7.48186 0.026 0.012 -0.039 0.12
O 4.49004 -0.15889 1.79256 0.036 -0.165 0.170 0.17
C 3.85182 0.70225 1.27984 0.066 0.129 -0.525 -0.60
O 4.30390 1.87138 0.81316 -0.520 0.354 0.424 0.16
O 2.52469 0.50953 1.02397 -0.039 -0.053 0.449 0.01
O 1.75812 1.71845 1.02257 0.217 0.034 -0.356 0.03
H 4.99137 2.20339 1.40261 0.421 -0.236 -0.172 0.14
H 1.90478 2.07074 1.91357 -0.137 -0.074 0.055 0.12

=====

8
Properties=species:S:1:pos:R:3:forces:R:3:lowdin_charge:R:1 method="wB97M-V/def2-TZVPD" energy_ev=-49970.020 max_force_ev_per_a=1.83 relative_energy_kcal_mol=115.1 orbital_gap_ev="8.15 / 6.62"
C 0.53837 1.17858 -0.51204 -0.223 0.504 0.173 -1.64
O -0.46212 -1.62930 1.04022 1.264 0.591 1.181 -0.52
P -0.57331 -1.56791 -0.57763 -0.546 0.292 0.291 0.81
Cl 2.24897 0.99158 -0.11595 -0.729 -0.278 0.083 0.47
Cl -0.46484 1.68580 0.86581 0.594 -0.230 -0.480 0.46
Cl 0.36966 2.28314 -1.87285 -0.178 -0.619 0.344 0.48
H 0.30989 -1.17990 1.43305 -0.195 -0.430 -0.286 0.03
H -1.96662 -1.76199 -0.26060 0.012 0.170 -1.305 -0.10